DFT (ωB97M-V/def2-TZVPD) results for C39H52N4OP2Ti as an isolated structure at a distorted geometry.

Properties
expectation value of S²	2.007
highest occupied orbital energy (alpha / beta)	-6.76 / -7.53	eV
2S+1	3
gap between HOMO and LUMO (alpha / beta)	6.86 / 7.10	eV

Geometry as XYZ:
```
99
Properties=species:S:1:pos:R:3:forces:R:3:lowdin_charge:R:1
Ti 0.167449 0.497766 1.406060 0.682 -0.552 2.488 0.532
C -1.786140 2.053728 -5.785213 -0.429 -1.146 -0.105 -0.104
C -1.921784 0.750947 -5.470736 -0.405 1.111 -0.674 -0.119
C -1.135962 -0.345358 -6.130920 -0.118 -0.008 0.121 -0.181
C 0.316054 0.037124 -6.442363 0.630 -0.295 -0.050 -0.198
C 1.047989 0.826399 -5.360198 0.196 -0.920 -0.354 -0.106
C 1.142064 2.146048 -5.415749 0.557 0.564 -0.152 -0.105
C 0.519264 2.940029 -6.545587 -0.240 0.083 -0.010 -0.178
C -0.929924 2.526261 -6.913455 -0.093 0.689 -0.466 -0.207
C 1.578060 1.556402 2.620503 0.168 0.711 -0.272 -0.246
H -2.377925 2.839609 -5.313140 0.175 -0.395 -0.024 0.089
H -2.688728 0.417129 -4.778998 0.167 0.320 -0.192 0.071
H -1.614792 -0.632102 -7.083510 0.034 -0.082 0.325 0.122
H -1.162825 -1.226696 -5.471976 0.034 0.114 -0.220 0.104
H 0.864293 -0.890990 -6.623960 0.055 -0.028 0.069 0.108
H 0.340387 0.560688 -7.404882 0.250 -0.128 0.423 0.091
H 1.589881 0.204988 -4.620811 -0.413 0.667 -0.242 0.093
H 1.735686 2.738282 -4.697372 -0.343 -0.579 -0.229 0.108
H 1.088071 2.844332 -7.487724 0.163 0.097 0.479 0.119
H 0.518623 4.003433 -6.277077 0.081 -0.206 -0.054 0.104
H -1.414793 3.425196 -7.308985 0.047 -0.061 -0.093 0.109
H -0.923325 1.814474 -7.752250 -0.146 0.246 0.416 0.102
H 0.880458 2.138500 3.262212 0.421 -0.063 -0.015 -0.016
H 2.349691 2.227512 2.220501 -0.127 -0.003 0.304 -0.029
H 2.051207 0.784227 3.256746 -0.186 0.377 -0.290 -0.021
P 1.805419 -0.086595 -0.240574 1.715 0.088 -0.178 0.970
P -1.210082 -0.597935 -0.274752 -2.059 0.881 -0.432 0.958
N 2.875502 1.160207 -0.902115 -0.112 -0.074 0.181 -0.231
N 3.008811 -1.307922 0.306803 -0.127 0.269 0.113 -0.206
N -1.982014 0.722222 -1.151681 0.220 0.142 -0.231 -0.229
N -2.675087 -1.496884 0.039055 0.072 -0.377 0.262 -0.226
C 1.125429 -0.826119 -1.769215 0.113 -0.264 -0.374 -0.356
C -0.247580 -1.489320 -1.531480 -0.071 -0.460 -0.509 -0.341
C 2.735549 2.520713 -0.610148 1.087 -0.134 -0.572 -0.144
C 3.775719 3.211956 -1.215459 -0.898 -0.824 0.305 -0.090
C 4.558890 2.261254 -1.941230 -0.676 -0.645 0.456 -0.090
C 3.992327 1.014061 -1.722886 0.105 0.730 0.034 -0.133
C 3.886291 -1.134893 1.382955 0.260 -0.834 -0.345 -0.134
C 4.610584 -2.306035 1.572997 -0.891 0.653 -0.616 -0.090
C 4.143779 -3.252479 0.606815 -0.754 0.927 -0.222 -0.087
C 3.158215 -2.618307 -0.139052 0.612 -0.098 0.499 -0.146
C -2.082826 2.006933 -0.615939 -0.163 0.029 -1.345 -0.135
C -2.574125 2.853602 -1.604589 0.293 -0.705 0.721 -0.065
C -2.817197 2.070137 -2.763379 0.477 -1.016 0.664 -0.074
C -2.437916 0.765310 -2.458777 -0.022 0.930 0.415 -0.150
C -3.839762 -1.666044 -0.716302 -0.263 -1.038 0.789 -0.113
C -4.672095 -2.567194 -0.057235 1.510 0.774 0.118 -0.074
C -4.006129 -2.941515 1.159951 0.806 0.788 -0.598 -0.084
C -2.800873 -2.261722 1.200327 -0.813 -0.502 -0.630 -0.144
H 1.853595 -1.552724 -2.152078 -0.286 0.146 -0.170 0.073
H 1.060643 -0.015222 -2.513772 -0.063 -0.157 0.407 0.072
H -0.842023 -1.567851 -2.452737 0.326 -0.080 0.086 0.078
H -0.091149 -2.511771 -1.149471 -0.235 0.284 0.010 0.097
H 1.930405 2.862114 0.008240 -0.089 0.070 0.183 0.082
H 3.957110 4.269491 -1.114481 -0.059 -0.003 -0.113 0.091
H 5.428934 2.490860 -2.540758 -0.072 -0.204 0.096 0.093
H 4.305807 0.037528 -2.051019 0.005 -0.037 -0.011 0.106
H 3.925976 -0.203619 1.915671 -0.025 0.179 0.017 0.102
H 5.371089 -2.483923 2.318356 -0.088 0.148 -0.022 0.096
H 4.474820 -4.273573 0.495349 -0.075 0.072 -0.071 0.092
H 2.539411 -2.989201 -0.933134 0.029 -0.175 -0.095 0.086
H -1.820382 2.185899 0.409316 0.033 0.153 0.283 0.075
H -2.725129 3.918274 -1.521348 -0.058 -0.067 0.140 0.098
H -3.168525 2.437197 -3.713097 -0.138 -0.182 0.273 0.074
H -2.442471 -0.136488 -3.043646 0.030 0.062 0.059 0.080
H -3.990249 -1.141474 -1.635035 -0.001 0.137 -0.200 0.085
H -5.622930 -2.934524 -0.391086 -0.176 0.112 -0.124 0.089
H -4.361688 -3.625630 1.904934 -0.078 -0.061 0.170 0.092
H -2.008044 -2.256608 1.924265 0.139 -0.019 0.210 0.100
C 1.728423 -3.061154 3.729809 0.004 0.008 0.066 -0.068
C 1.653935 -2.271534 5.024772 -0.425 0.148 0.505 -0.376
C 2.967587 -1.587317 5.402055 0.199 0.134 0.084 -0.063
C 0.441033 -1.343986 5.205684 -0.007 0.151 -0.392 -0.108
C 0.102764 -1.091870 6.532020 -0.419 -0.166 0.013 -0.060
C -1.044639 -0.396372 6.892721 0.294 0.050 0.056 -0.089
C -1.857461 0.079693 5.884517 -0.739 -0.085 -0.430 -0.055
C -1.572278 -0.113766 4.527291 0.530 0.085 0.579 -0.141
C -2.532564 0.446216 3.490625 -0.325 -0.311 0.309 -0.391
C -3.940206 -0.119109 3.772957 -0.205 0.001 -0.032 -0.065
C -2.533449 1.974378 3.517182 -0.052 0.441 0.014 -0.060
C -0.356700 -0.751936 4.175781 0.006 0.416 0.862 -0.260
O 0.046681 -0.673431 2.913321 -0.358 -0.816 -1.029 -0.277
H 1.975158 -2.440856 2.871029 -0.071 0.009 -0.056 0.050
H 0.782812 -3.581160 3.554034 0.050 0.074 -0.122 0.085
H 2.511576 -3.813862 3.845495 0.002 -0.034 -0.144 0.079
H 1.498871 -3.019607 5.824120 0.038 0.106 -0.286 0.131
H 3.224810 -0.738667 4.756430 -0.170 -0.122 0.041 0.070
H 2.924821 -1.230913 6.443725 0.034 -0.005 -0.389 0.075
H 3.783169 -2.312901 5.337704 0.036 0.036 0.002 0.074
H 0.739203 -1.500787 7.313198 -0.060 -0.030 -0.081 0.111
H -1.304065 -0.251486 7.941095 0.091 0.030 -0.272 0.100
H -2.793076 0.586319 6.136793 0.322 -0.091 0.042 0.107
H -2.261353 0.101233 2.490211 0.225 -0.073 0.007 0.068
H -4.344237 0.340422 4.686215 0.038 -0.166 -0.206 0.070
H -4.656783 0.082011 2.960326 0.309 -0.008 0.157 0.084
H -3.895785 -1.208521 3.933964 -0.031 0.409 -0.116 0.085
H -1.513665 2.392343 3.576369 -0.298 -0.179 -0.003 0.075
H -3.033324 2.428616 2.645085 0.028 -0.255 0.232 0.075
H -3.080312 2.297924 4.415801 0.251 0.108 -0.232 0.083
```
Forces are in eV/Å.

DFT (ωB97M-V/def2-TZVPD) results for one molecule with the formula C3H7NO.

Properties
highest occupied orbital energy	-9.71	eV
2S+1	1
gap between HOMO and LUMO	10.58	eV

Geometry as XYZ:
```
12
Properties=species:S:1:pos:R:3:forces:R:3:lowdin_charge:R:1
C 1.080925 -0.219025 -1.166671 -0.044 -0.051 -0.418 -0.103
N 1.035594 0.006855 0.278093 -0.050 -0.029 0.195 -0.036
C -0.107868 0.793806 0.556743 -0.124 0.194 -0.162 -0.545
C -1.304969 -0.037659 0.946146 -0.171 -0.054 -0.035 -0.009
O -0.151493 1.969475 0.284426 -0.018 -0.467 0.177 0.088
H 0.116836 -0.637528 -1.532665 0.487 0.102 -0.014 0.083
H 1.886098 -0.913103 -1.411700 -0.064 0.119 0.001 0.081
H 1.248736 0.733796 -1.669048 0.066 -0.139 0.012 0.085
H 0.969541 -0.886086 0.756030 -0.054 0.091 -0.096 0.104
H -1.508914 -0.610138 0.021848 -0.177 0.092 0.420 0.086
H -2.177352 0.562741 1.200781 0.146 -0.015 -0.011 0.083
H -1.087135 -0.763133 1.736019 0.004 0.155 -0.069 0.082
```
Forces are in eV/Å.

DFT (ωB97M-V/def2-TZVPD) results for C47H49Cl2FInN5O3S4Sb2Te as an isolated structure at a distorted geometry.

Properties
highest occupied orbital energy	-2.20	eV
charge	-2
2S+1	1
gap between HOMO and LUMO	5.58	eV

Geometry as XYZ:
```
115
Properties=species:S:1:pos:R:3:forces:R:3:lowdin_charge:R:1
In -0.532535 0.269069 -0.419929 -0.052 -0.262 -0.155 0.611
C -4.169827 -3.083804 5.741785 0.020 0.003 -0.052 -0.051
C -2.687074 -2.708372 5.707030 -0.096 0.104 -0.075 -0.325
C -2.282030 -2.142223 7.059245 0.117 0.097 -0.053 -0.159
C -0.867734 -1.585161 7.025493 -0.071 0.020 -0.031 -0.132
C -0.793963 -0.505755 5.983013 -0.033 -0.043 0.063 -0.174
C 0.021626 0.590927 6.130726 0.015 0.032 -0.018 0.023
C 0.093642 1.546842 5.121471 -0.005 -0.056 0.077 -0.271
F 0.899227 2.614229 5.320009 0.060 0.014 0.011 0.048
C -0.608385 1.423608 3.960067 -0.042 -0.040 -0.148 0.074
C -1.457450 0.319706 3.796970 -0.055 -0.038 0.032 -0.042
C -2.175098 0.149819 2.515999 0.263 -0.374 0.603 -0.370
O -2.088114 0.975460 1.621427 -0.058 0.976 -0.452 -0.087
C -2.889102 -1.082067 2.361065 -0.096 -0.398 -0.038 -0.064
C -2.963164 -1.943813 3.391034 -0.060 0.052 0.087 0.004
N -2.413344 -1.730115 4.636023 0.126 -0.106 -0.025 0.004
C -1.571821 -0.636706 4.816252 -0.078 -0.059 -0.075 -0.101
C -3.483793 -1.406026 0.988627 -0.380 0.097 0.168 -0.716
O -4.726194 -1.377423 0.915228 0.353 -0.103 -0.061 -0.022
O -2.632278 -1.637104 0.095600 0.162 0.004 -0.041 -0.225
H -4.397400 -3.582939 6.686239 0.023 -0.004 -0.030 0.076
H -4.456616 -3.754879 4.934115 -0.008 0.038 0.000 0.072
H -4.778222 -2.180334 5.666015 -0.002 -0.037 0.032 0.097
H -2.094280 -3.610294 5.512064 0.054 -0.026 0.014 0.146
H -2.380339 -2.933524 7.803483 -0.026 -0.007 0.021 0.115
H -2.976062 -1.337264 7.322711 -0.026 -0.044 0.039 0.131
H -0.161984 -2.388586 6.785344 0.023 0.012 -0.009 0.123
H -0.583571 -1.182775 7.998983 0.027 -0.016 0.008 0.114
H 0.634601 0.702156 7.018106 -0.028 0.029 -0.022 0.124
H -0.509512 2.136834 3.150077 -0.016 -0.007 0.036 0.132
H -3.474684 -2.888834 3.266502 -0.076 0.050 0.044 0.137
S 0.671107 -2.700589 -4.336723 -0.211 -0.052 -0.030 -0.169
Sb -0.213774 -0.600139 -4.593035 0.315 0.353 -0.124 -0.107
S -2.684774 -0.722945 -4.207116 0.083 -0.162 -0.238 -0.151
S 0.672533 0.830259 -2.986611 -0.334 -0.060 0.035 -0.088
S -0.026470 0.273130 -6.687743 -0.154 -0.020 0.038 -0.305
Cl 0.171410 -2.547350 1.513181 -0.904 0.468 0.465 0.641
C 0.853568 -2.930491 3.085987 -0.339 0.776 0.220 -0.906
Cl 1.866650 -1.618139 3.733704 -0.340 0.313 0.272 0.605
H 1.479365 -3.811373 2.982046 -0.761 1.028 0.429 -0.048
H 0.032702 -3.089363 3.775885 -0.099 0.081 0.090 0.021
C 5.489234 -5.931073 -3.588588 -0.006 0.021 0.043 -0.122
C 5.498210 -5.767473 -2.210031 -0.038 -0.007 -0.022 -0.112
C 4.487763 -5.047183 -1.581280 -0.008 -0.012 -0.027 -0.124
C 3.447917 -4.471100 -2.314178 -0.057 0.050 -0.075 -0.347
C 3.450548 -4.651327 -3.701370 -0.014 -0.041 0.085 -0.160
C 4.461137 -5.369163 -4.331354 -0.007 -0.017 0.025 -0.101
Sb 1.834951 -3.316990 -1.384766 0.261 0.048 0.101 1.410
C 2.878468 -1.438624 -1.556724 0.049 0.019 0.003 -0.409
C 3.525401 -1.107640 -2.746600 0.040 0.007 0.107 -0.165
C 4.131490 0.131869 -2.900080 -0.001 -0.011 0.034 -0.108
C 4.099494 1.060248 -1.866960 -0.001 -0.071 -0.010 -0.121
C 3.451797 0.747791 -0.681019 0.004 -0.020 0.031 -0.117
C 2.840802 -0.493886 -0.531767 0.168 -0.059 -0.125 -0.225
C 2.593654 -3.734822 0.653486 0.546 -0.375 -0.117 -0.458
C 3.634644 -3.086745 1.322759 0.007 -0.249 -0.173 -0.143
C 4.047111 -3.497916 2.586464 0.051 -0.297 -0.015 -0.137
C 3.428553 -4.575403 3.208823 0.593 -0.181 -0.042 -0.138
C 2.384647 -5.228653 2.565743 0.682 -0.958 -0.592 -0.163
C 1.972271 -4.803002 1.306323 0.724 -0.778 -0.575 -0.233
H 6.276897 -6.492559 -4.078429 -0.004 0.010 0.004 0.087
H 6.295869 -6.203286 -1.618253 -0.012 0.013 0.012 0.090
H 4.522251 -4.940782 -0.504421 -0.016 0.030 0.011 0.079
H 2.657742 -4.222801 -4.302740 0.021 0.022 -0.013 -0.007
H 4.439927 -5.491398 -5.408534 -0.017 0.024 0.018 0.096
H 3.529550 -1.807192 -3.573872 -0.011 0.014 0.002 0.075
H 4.606382 0.384741 -3.841115 -0.009 -0.023 0.008 0.100
H 4.567681 2.030421 -1.992578 -0.003 0.005 -0.005 0.087
H 3.399824 1.471609 0.125137 -0.020 -0.042 -0.021 0.090
H 2.337946 -0.716992 0.399328 -0.058 -0.024 0.127 0.053
H 4.145951 -2.260975 0.840439 -0.020 -0.003 0.041 0.096
H 4.859078 -2.980032 3.086404 -0.069 0.006 -0.012 0.101
H 3.757628 -4.904415 4.187878 -0.031 0.035 0.003 0.099
H 1.893425 -6.069990 3.042377 -0.022 0.005 0.008 0.110
H 1.156191 -5.322995 0.811096 -0.019 0.029 0.060 0.095
C -6.243819 5.708353 -3.858470 0.036 -0.069 0.014 -0.068
C -5.544005 4.429501 -3.471134 -0.020 0.053 0.007 -0.286
C -4.249877 4.165258 -3.886805 -0.030 -0.011 -0.040 -0.029
C -3.589446 2.981143 -3.554971 0.016 -0.018 0.001 -0.291
C -2.168437 2.797447 -4.001794 -0.138 0.041 -0.070 -0.109
C -4.267725 2.016575 -2.797561 -0.036 0.076 0.150 -0.423
Te -3.409835 0.157600 -2.141687 0.021 0.178 -0.072 1.063
C -5.573152 2.281741 -2.339873 0.001 -0.090 0.020 -0.317
C -6.335728 1.309944 -1.464724 0.125 0.072 -0.053 -0.109
C -6.185464 3.481670 -2.684263 0.017 0.005 0.002 -0.041
H -5.542467 6.421482 -4.293825 -0.014 -0.003 0.007 0.066
H -6.716792 6.177394 -2.993070 0.000 0.006 -0.008 0.070
H -7.026944 5.515469 -4.596365 0.002 0.018 0.000 0.073
H -3.724438 4.904128 -4.485372 0.013 -0.015 0.009 0.107
H -1.755288 3.733821 -4.384441 -0.025 0.003 0.016 0.069
H -2.082872 2.053230 -4.796615 0.009 -0.012 0.005 0.036
H -1.540320 2.443684 -3.186608 0.058 -0.058 0.026 0.001
H -5.818051 1.111370 -0.523105 -0.015 -0.023 -0.015 0.066
H -6.449576 0.343344 -1.956496 -0.010 -0.018 0.003 0.062
H -7.325213 1.704114 -1.228938 0.001 0.025 -0.019 0.066
H -7.187528 3.683693 -2.316727 -0.016 -0.012 -0.015 0.107
C 3.487305 5.394406 -2.289217 -0.056 0.073 -0.034 -0.076
C 2.164490 5.444708 -3.055496 0.073 -0.168 0.065 -0.405
C 2.044623 4.272660 -4.027191 0.020 0.030 0.000 -0.070
C 0.961839 5.530045 -2.098394 0.101 -0.016 -0.100 -0.103
N 1.113998 4.747992 -0.879019 -0.162 0.174 -0.330 -0.121
C 1.098144 3.425450 -0.702234 0.067 -0.026 0.189 -0.188
N 1.260721 3.179476 0.579226 0.080 0.215 0.109 0.028
N 1.378588 4.390799 1.175294 -0.045 -0.069 -0.138 -0.048
N 1.289718 5.338623 0.310236 0.052 -0.237 0.068 0.029
H 4.325883 5.512572 -2.978128 -0.018 -0.013 0.012 0.076
H 3.602853 4.429628 -1.789170 0.005 0.043 0.008 0.066
H 3.547049 6.179204 -1.530489 0.017 -0.029 -0.017 0.074
H 2.140312 6.373306 -3.634519 -0.031 0.024 -0.015 0.125
H 2.060754 3.305046 -3.518741 -0.013 0.010 -0.013 0.030
H 2.873421 4.282447 -4.738924 -0.006 -0.019 0.021 0.080
H 1.114843 4.317652 -4.599045 0.022 -0.032 0.032 0.079
H 0.056484 5.191957 -2.603695 -0.033 0.028 0.011 0.124
H 0.817223 6.555991 -1.769097 -0.035 0.011 0.103 0.117
H 0.977459 2.701167 -1.500499 -0.026 0.052 0.051 0.003
```
Forces are in eV/Å.

Relative energy (zero: lowest compared OMol25 entry of this formula, charge and spin): 0.0, 90.2, 331.4 (kJ/mol)